C13H17BrOTi | ωB97M-V/def2-TZVPD

## Properties
Total energy (eV): -108960.0807
Strongest force on any atom (eV/A): 2.23
ΔE to the lowest compared entry with this formula, charge and spin (kJ/mol): 250.1

The geometry in ORCA input format:
```
! RIJCOSX wB97M-V def2-TZVPD def2/J DEFGRID3
* xyz 0 1
H 3.03 -0.06 -3.78
Ti 0.13 0.27 -0.28
C 0.84 -0.58 -3.76
H -1.68 -0.60 4.41
H -3.34 0.05 1.86
H -1.18 3.18 0.27
C 0.70 2.38 -0.73
O -0.63 -0.48 1.17
Br -1.65 0.51 -1.74
H 0.71 2.90 -1.68
C 1.53 1.43 1.20
H 0.43 0.13 -4.48
H -3.00 -1.48 1.04
C 0.16 -1.70 -3.21
C -2.89 -0.93 1.97
C 2.21 -0.68 -3.38
C -1.19 -0.04 3.60
H 2.21 1.06 1.96
C -0.29 2.54 0.31
H 3.34 -2.29 -2.31
C -1.41 -0.84 2.30
C 2.37 -1.85 -2.61
H 2.80 1.51 -0.65
H -3.41 -1.46 2.77
H -1.64 0.95 3.57
C 0.25 1.99 1.49
H -0.14 0.05 3.85
H -0.16 2.17 2.49
H -0.87 -1.99 -3.44
C 1.84 1.71 -0.17
C 1.10 -2.49 -2.50
H -1.10 -1.87 2.56
H 0.93 -3.50 -2.11
*
```

***

C24H30FeN3S5 | ωB97M-V/def2-TZVPD

## Properties
Total energy (eV): -118404.0433
Strongest force on any atom (eV/A): 1.08
Expectation value of S²: 6.01
ΔE to the lowest compared entry with this formula, charge and spin (kJ/mol): 0.0

The geometry in ORCA input format:
```
! RIJCOSX wB97M-V def2-TZVPD def2/J DEFGRID3
* xyz 1 5
C 2.65 0.94 2.35
H 2.46 3.03 2.80
H 3.21 0.74 3.26
H 2.53 4.21 0.65
H 3.03 -3.14 -0.26
S -4.10 -1.63 -1.98
H -4.90 -4.49 -1.26
C 2.43 -1.20 -2.26
C -1.65 -3.31 0.55
H -0.55 3.40 -1.48
N -1.41 0.24 1.89
C 2.25 -2.56 0.24
H 1.11 2.05 3.38
C 1.81 2.19 2.56
C -1.52 1.48 -1.42
H 1.58 -3.26 0.73
H 3.36 1.06 1.53
C 2.81 2.65 -0.80
C -3.32 -5.01 0.11
C 3.10 0.11 -1.90
C -4.00 -4.17 -0.76
H -2.01 -2.20 5.42
H -3.70 -6.01 0.28
C 2.86 -1.61 1.25
H -1.66 -5.26 1.43
C -1.86 -0.49 2.69
H -3.63 -2.77 2.73
H 3.17 -1.98 -2.41
H -1.04 -2.88 4.10
C 1.92 3.54 0.05
C -2.78 -0.60 -1.48
H 3.81 0.38 -2.68
S 0.76 2.70 1.17
H 1.85 -1.09 -3.18
S 1.61 -0.51 1.99
N -1.95 -1.17 -0.65
H -4.33 -1.15 2.88
H -0.76 -2.96 1.05
H -2.07 4.38 -3.12
C -1.36 2.79 -1.86
H 1.28 4.15 -0.58
S 1.85 1.43 -1.77
C -2.61 0.77 -1.94
C -3.49 1.34 -2.86
C -2.16 -4.58 0.76
H -4.34 0.76 -3.23
C -3.30 2.63 -3.29
C -3.49 -2.90 -0.97
H 3.63 -0.99 0.80
N -2.36 -1.30 3.58
H -0.63 -1.29 4.77
H 3.63 0.04 -0.95
S 1.21 -1.81 -1.05
H 3.32 -2.19 2.05
H -4.10 -2.15 4.32
C -1.45 -1.96 4.52
H 3.52 2.10 -0.18
C -2.32 -2.46 -0.34
C -3.68 -1.88 3.36
C -2.23 3.36 -2.79
H -3.98 3.08 -4.00
Fe -0.34 0.36 0.00
H 3.37 3.26 -1.50
*
```

***

C21H27N3O6S2 | ωB97M-V/def2-TZVPD

## Properties
Total energy (eV): -60640.5018
Strongest force on any atom (eV/A): 1.17
Structure (SMILES): COc1ccc(C)cc1N(CC(=O)Nc1ccc(S(=O)(=O)N2CCCC2)cc1)S(C)(=O)=O
ΔE to the lowest compared entry with this formula, charge and spin (kJ/mol): 30.6

The geometry in ORCA input format:
```
! RIJCOSX wB97M-V def2-TZVPD def2/J DEFGRID3
* xyz 0 1
H 8.20 0.63 0.62
C -3.64 2.98 0.18
N -0.53 -0.62 -0.96
H 7.13 -2.16 1.15
H 3.38 1.76 -1.34
H -4.91 -3.74 0.51
C -3.91 0.61 -0.22
C -2.81 4.22 0.07
H -5.49 -2.51 -0.64
C -3.16 1.78 -0.31
O 5.56 1.72 -0.05
C 3.35 0.31 0.21
C 8.07 -0.39 0.27
H 3.10 -1.18 1.70
H 6.04 -2.01 -1.30
H -7.80 -0.01 1.00
O 5.04 0.79 2.17
N 5.73 -0.84 0.38
H 5.34 -0.40 -1.61
C -6.96 -0.65 1.27
H -2.64 -1.78 -2.19
H 1.07 1.23 -2.10
H 0.77 -1.73 0.97
H -3.30 -0.21 -2.72
C -4.88 3.00 0.80
H 9.02 -0.92 0.34
C 2.63 -0.67 0.87
H -6.63 -0.42 2.28
H -4.18 -3.64 -1.11
O -3.71 -1.52 1.67
O -5.89 -0.52 0.35
C 6.08 -0.95 -1.02
H -7.27 -1.69 1.22
C -1.29 -0.13 -1.96
N -3.41 -0.62 -0.68
O -2.12 -2.59 0.15
C -5.64 1.84 0.90
C 6.97 -1.08 1.10
C 2.80 1.00 -0.85
O -0.95 0.67 -2.80
C 7.50 -0.39 -1.16
H -0.95 -1.36 -0.39
C 1.51 0.71 -1.27
H -5.27 3.92 1.21
H 8.10 -1.00 -1.84
H -2.34 4.28 -0.91
C -2.72 -0.72 -1.94
H 7.46 0.63 -1.55
C 0.78 -0.28 -0.61
S -3.39 -1.93 0.34
C -4.64 -3.08 -0.30
C -5.18 0.65 0.37
S 5.02 0.65 0.74
H -3.41 5.11 0.24
H 6.87 -0.67 2.11
H -2.01 4.20 0.81
H -6.61 1.89 1.37
C 1.35 -0.97 0.47
H -2.19 1.75 -0.78
*
```

***

C29H25CrN9O4S3 | ωB97M-V/def2-TZVPD

## Properties
Total energy (eV): -113007.7372
Strongest force on any atom (eV/A): 0.63
Expectation value of S²: 6.11
ΔE to the lowest compared entry with this formula, charge and spin (kJ/mol): 4.5

The geometry in ORCA input format:
```
! RIJCOSX wB97M-V def2-TZVPD def2/J DEFGRID3
* xyz 0 5
H -0.76 3.38 -0.91
H -1.01 -2.93 -1.32
H -1.50 5.27 -2.85
H 0.98 3.20 -3.33
C 2.69 -1.56 0.70
H 2.20 0.88 1.03
C 1.39 -1.92 2.72
S 0.19 0.81 -0.66
O -2.07 -0.83 0.74
N 0.07 -2.05 2.72
N 0.15 2.04 1.75
N 0.69 -2.31 -0.38
H -3.75 4.73 -1.96
C 0.02 2.15 0.48
C 0.07 -2.95 -1.35
H -4.96 -0.19 -0.47
H -3.47 1.40 1.67
C 0.76 -3.61 -2.37
H 2.70 -4.06 -3.17
H 4.87 0.54 3.60
O -6.06 3.49 -1.87
H -5.66 2.17 0.19
C 2.80 -2.90 -1.37
N 6.16 -1.92 -0.34
H 2.62 1.35 3.83
H 0.20 -4.12 -3.15
N 5.12 -3.26 -2.13
C -1.68 2.03 -3.77
H -1.62 -2.81 3.58
C 4.24 -2.74 -1.28
C 0.21 -3.47 4.59
O -5.74 1.15 -2.66
C 2.13 -3.58 -2.39
C -2.98 -0.65 1.65
N 1.79 -1.04 1.66
N -0.19 3.39 -0.08
H -0.29 -4.07 5.33
C -1.13 3.30 -3.60
C 4.04 -1.33 0.79
H 3.29 -2.43 3.58
C 4.84 -1.97 -0.25
H 0.48 3.13 -5.02
H -4.85 0.33 1.96
N -4.87 1.93 -0.40
C -4.29 0.61 -0.14
C 0.27 3.59 -4.05
H -0.46 4.09 0.59
C 2.05 -2.28 -0.37
S 6.57 -2.78 -1.63
H -3.36 0.52 -0.71
C 4.15 0.22 2.86
C -3.16 3.98 -2.46
C -1.90 4.27 -2.96
O -3.02 -1.22 2.73
C -3.96 0.48 1.34
N 0.43 0.70 2.19
C -2.94 1.72 -3.29
H 2.19 -3.88 5.31
C 1.84 0.43 1.97
C -0.54 -2.79 3.64
C 4.68 -0.60 1.83
S -5.25 2.30 -1.96
H 0.44 4.66 -4.14
H -1.10 1.26 -4.27
H 5.76 -0.69 1.83
H -3.38 0.74 -3.44
C -3.67 2.70 -2.62
C 2.22 -2.56 3.62
C 1.59 -3.35 4.58
C 2.88 0.70 3.00
Cr -0.16 -0.79 1.03
*
```

***

C2H2O3 | ωB97M-V/def2-TZVPD

## Properties
Total energy (eV): -8247.0002
Strongest force on any atom (eV/A): 2.06
Structure (SMILES): O=C1O[C@H]1O
ΔE to the lowest compared entry with this formula, charge and spin (kJ/mol): 154.1

The geometry in ORCA input format:
```
! RIJCOSX wB97M-V def2-TZVPD def2/J DEFGRID3
* xyz 0 1
O -2.71 0.62 -0.07
H 0.27 0.30 -1.30
O -1.30 -1.23 -0.24
H -0.19 -0.22 1.37
O 0.67 0.12 -0.46
C -1.71 0.04 0.05
C -0.35 -0.19 0.32
*
```

***

C5H8N2O | ωB97M-V/def2-TZVPD

## Properties
Total energy (eV): -10339.0858
Strongest force on any atom (eV/A): 3.61
Structure (SMILES): O=C(N1CC1)N1CC1
ΔE to the lowest compared entry with this formula, charge and spin (kJ/mol): 351.2

The geometry in ORCA input format:
```
! RIJCOSX wB97M-V def2-TZVPD def2/J DEFGRID3
* xyz 0 1
H 2.02 1.70 -0.48
C 0.67 -0.59 -0.42
C -1.52 -1.50 0.02
O 1.80 -0.78 -0.73
C -1.65 -0.60 -1.10
N 0.22 0.58 0.40
H -1.85 -2.64 -0.20
H -1.49 0.54 -1.03
H 0.45 2.68 0.14
H -1.40 -1.15 1.05
H -2.17 -0.90 -2.02
H 0.84 1.14 2.36
C 1.22 0.85 1.39
H 2.17 0.25 1.39
N -0.41 -1.34 -0.99
C 1.12 1.77 0.22
*
```

***

C7H11N4 | ωB97M-V/def2-TZVPD

## Properties
Total energy (eV): -13382.3379
Strongest force on any atom (eV/A): 6.39
Expectation value of S²: 2.01
ΔE to the lowest compared entry with this formula, charge and spin (kJ/mol): 483.2

The geometry in ORCA input format:
```
! RIJCOSX wB97M-V def2-TZVPD def2/J DEFGRID3
* xyz 1 3
N -0.25 1.65 -0.47
N 1.90 -0.50 -0.61
C 2.90 -0.16 -1.10
C 0.20 0.05 1.32
C -1.65 -0.37 -0.40
H 3.58 -0.17 -1.90
H 1.24 1.82 1.54
C -0.47 0.39 0.02
C 0.75 -0.66 0.04
H 0.48 -2.90 0.36
H -0.19 -0.52 2.10
H -1.99 2.22 -1.20
H -2.72 -0.16 -0.10
N -1.38 -1.68 0.09
C -1.00 2.51 -1.00
H 1.76 0.67 2.63
H -1.84 -2.08 0.93
H -0.68 3.44 -1.26
H 0.18 -2.01 -1.35
C -0.06 -2.01 -0.22
N 0.99 1.01 2.01
H -1.73 -0.54 -1.44
*
```